This record from the OMol25 dataset describes a molecular structure, C32H80MnO16 in a non-equilibrium geometry. The level of theory is ωB97M-V/def2-TZVPD.

Structure (XYZ):
```
129
Properties=species:S:1:pos:R:3:mulliken_spin:R:1
Mn 2.08891 -2.68142 0.96899 4.69
C -0.03185 -5.29028 -1.34828 0.00
C 0.80568 -5.44496 -0.08813 0.01
O 1.74533 -4.43049 0.02597 0.11
H -0.43798 -4.27361 -1.40636 0.00
H -0.89659 -5.96157 -1.37725 0.00
H 0.59214 -5.42404 -2.23478 0.00
H 1.32334 -6.41897 -0.12137 0.00
H 0.12875 -5.44816 0.79030 0.00
C -0.13454 0.42967 -0.97558 0.01
C -0.00847 -1.03349 -0.59697 0.06
O 0.86054 -1.16315 0.46605 0.07
H 0.83060 0.84874 -1.27256 0.00
H -0.47237 1.03008 -0.13084 0.00
H -0.75333 0.51213 -1.87744 0.00
H 0.29498 -1.62640 -1.48173 -0.01
H -1.01768 -1.40236 -0.31279 -0.01
C 2.64957 5.12555 4.43322 0.00
O 3.45515 5.37859 3.30642 0.00
C 4.00480 4.26432 2.67021 0.00
C 3.06520 3.45455 1.80086 0.00
O 2.17282 2.68588 2.57595 0.00
C 1.32057 1.90428 1.78776 0.00
H 2.10273 6.03095 4.68796 0.00
H 3.26973 4.83665 5.29237 0.00
H 1.91697 4.34266 4.24459 0.00
H 4.46826 3.57930 3.40633 0.00
H 4.84397 4.60579 2.06194 0.00
H 3.65058 2.82146 1.11536 0.00
H 2.51607 4.15965 1.15414 0.00
H 1.05266 0.98250 2.31123 0.00
H 1.76996 1.49957 0.87096 0.00
H 0.38672 2.40361 1.49924 0.00
C 4.79570 -4.18794 2.45901 0.01
O 3.39909 -3.94313 2.45825 0.02
C 2.74700 -4.36798 3.63416 0.00
C 1.25246 -4.20165 3.44431 0.02
O 0.92492 -2.96119 2.82102 -0.03
C -0.49527 -2.87869 2.58103 0.02
H 5.20353 -3.69672 1.58083 -0.01
H 4.97034 -5.26669 2.40369 0.00
H 5.27471 -3.79674 3.36269 0.00
H 3.15157 -3.88670 4.53561 0.00
H 2.92242 -5.44343 3.79101 0.00
H 0.74729 -4.30208 4.41122 0.00
H 0.91311 -5.02608 2.80666 -0.01
H -0.69989 -3.23159 1.56647 0.00
H -0.77115 -1.83224 2.64637 0.00
H -1.02722 -3.52728 3.27528 0.00
C -7.56659 5.12359 -1.34087 0.00
O -6.36737 5.18811 -0.61817 0.00
C -5.32408 4.44280 -1.19092 0.00
C -4.08697 4.68897 -0.35135 0.00
O -3.02167 3.98819 -0.94185 0.00
C -1.83829 4.10927 -0.20243 0.00
H -8.39806 5.31619 -0.66373 0.00
H -7.71373 4.12929 -1.78068 0.00
H -7.60261 5.87196 -2.14234 0.00
H -5.08939 4.79066 -2.20579 0.00
H -5.56161 3.37187 -1.19347 0.00
H -4.26543 4.42043 0.69805 0.00
H -3.88201 5.77071 -0.35883 0.00
H -1.83919 3.45765 0.67784 0.00
H -1.55425 5.14968 0.00356 0.00
H -0.97373 3.78430 -0.79408 0.00
C -3.09546 -0.10470 4.31999 0.00
O -3.54394 -0.24928 2.99553 0.00
C -2.88838 0.61779 2.07053 0.00
C -3.51623 0.33221 0.72775 0.00
O -4.90814 0.44610 0.84120 0.00
C -5.54215 -0.27496 -0.17772 0.00
H -3.94881 -0.15024 4.99757 0.00
H -2.61204 0.86555 4.48348 0.00
H -2.39270 -0.91214 4.55515 0.00
H -1.82832 0.31801 2.11315 0.00
H -2.94185 1.65799 2.41393 0.00
H -3.21073 -0.66374 0.39495 0.00
H -3.16457 1.10983 0.03070 0.00
H -6.60959 -0.05896 -0.18652 0.00
H -5.46226 -1.36663 -0.05056 0.00
H -5.12974 -0.05652 -1.17298 0.00
C 2.22549 1.13959 -3.58822 0.00
O 2.39964 2.53044 -3.63949 0.00
C 1.84359 3.15405 -2.49804 0.00
C 1.94458 4.63088 -2.64385 0.00
O 3.29194 5.00693 -2.79724 0.00
C 3.43190 6.22862 -3.44227 0.00
H 2.66750 0.65900 -2.71200 0.00
H 2.74237 0.73374 -4.46748 0.00
H 1.18757 0.83428 -3.76363 0.00
H 2.38230 2.84536 -1.58891 0.00
H 0.79203 2.85546 -2.41157 0.00
H 1.54472 5.11608 -1.73935 0.00
H 1.31107 4.96356 -3.47565 0.00
H 4.47741 6.53975 -3.39133 0.00
H 2.90747 7.04812 -2.91214 0.00
H 3.07759 6.24083 -4.47703 0.00
C 2.87962 -0.56414 3.62203 0.00
O 3.04494 -0.92133 2.27420 0.00
C 4.21554 -0.42572 1.70390 -0.01
C 4.16872 -0.63820 0.20426 0.01
O 3.92687 -2.03425 -0.03391 0.02
C 3.84780 -2.36470 -1.40846 0.02
H 3.70657 -0.91438 4.25557 0.00
H 1.95257 -1.00011 3.98276 0.00
H 2.81159 0.52473 3.74100 0.00
H 5.12168 -0.88535 2.12285 0.00
H 4.35192 0.66328 1.81837 0.00
H 5.13906 -0.38297 -0.23538 0.00
H 3.38341 -0.03913 -0.26575 0.00
H 4.79783 -2.17718 -1.92419 0.00
H 3.06026 -1.79528 -1.91374 0.00
H 3.61950 -3.42495 -1.49917 0.00
C -3.00476 -1.82916 -2.50763 0.00
O -2.95552 -3.15924 -2.92529 0.00
C -2.27710 -3.33997 -4.14400 0.00
C -2.08141 -4.80366 -4.38980 0.00
O -3.34613 -5.35812 -4.72301 0.00
C -3.30439 -6.75513 -4.78943 0.00
H -2.02413 -1.33267 -2.53620 0.00
H -3.35115 -1.83979 -1.47516 0.00
H -3.69645 -1.19342 -3.08105 0.00
H -1.30436 -2.82584 -4.12163 0.00
H -2.85431 -2.92355 -4.98285 0.00
H -1.71552 -5.30215 -3.48679 0.00
H -1.41467 -4.93755 -5.25149 0.00
H -2.51107 -7.09602 -5.47047 0.00
H -4.26528 -7.09072 -5.17677 0.00
H -3.14072 -7.22084 -3.80903 0.00
```

DFT total energy: -3621.78377 Ha
2S+1: 6
Energy relative to the best compared isomer or geometry (same formula, charge and spin): 0.0 kJ/mol
HOMO (alpha / beta): -7.103 / -7.890 eV
LUMO level (alpha / beta): 0.39 / 0.39 eV
Gap between HOMO and LUMO (alpha / beta): 7.49 / 8.28 eV